P | 40 unconnected molecules or ions with the total composition H80O40. Source: the OMol25 dataset; level of theory: ωB97M-V/def2-TZVPD.

Bonds (Å) are listed after each position.
CARTESIAN COORDINATES (ANGSTROEM)
1 H 0.804 -2.642 -1.666  O3 0.914
2 H -0.010 -3.314 -2.920  O3 1.006
3 O 0.013 -2.984 -1.969  H1 0.914, H2 1.006
4 H -1.199 1.383 -5.421  O6 0.915
5 H -0.517 0.930 -4.239  O6 1.022
6 O -0.902 1.782 -4.652  H4 0.915, H5 1.022
7 H 3.627 0.713 2.793  O9 0.920
8 H 4.654 1.866 2.956  O9 0.905
9 O 4.045 1.320 3.344  H7 0.920, H8 0.905
10 H 5.489 0.948 -0.190  O12 0.977
11 H 6.592 0.654 0.565  O12 0.912
12 O 5.798 0.236 0.405  H10 0.977, H11 0.912
13 H 1.337 1.570 -5.683  O15 0.903
14 H 1.651 2.108 -4.291  O15 0.996
15 O 1.972 2.023 -5.230  H13 0.903, H14 0.996
16 H 4.712 -1.097 -3.885  O17 0.962
17 O 4.138 -1.483 -3.217  H16 0.962, H95 1.012
18 H -1.990 -1.260 1.748  O19 0.954
19 O -2.934 -1.301 1.885  H18 0.954, H97 0.915
20 H -1.670 -0.118 5.562  O22 0.993
21 H -1.109 -1.365 5.137  O22 1.040
22 O -0.980 -0.363 4.892  H20 0.993, H21 1.040
23 H 0.295 -5.150 -2.152  O25 0.984
24 H 0.566 -5.676 -3.667  O25 1.029
25 O 0.002 -5.043 -3.085  H23 0.984, H24 1.029
26 H -4.061 -0.521 4.036  O28 0.964
27 H -4.653 -1.814 4.340  O28 0.984
28 O -4.197 -1.080 4.810  H26 0.964, H27 0.984
29 H -2.457 -0.115 -1.457  O31 0.969
30 H -3.636 1.042 -1.566  O31 1.017
31 O -3.003 0.518 -0.967  H29 0.969, H30 1.017
32 H 1.872 -0.470 2.696  O33 0.925
33 O 2.558 -0.583 2.086  H32 0.925, H98 0.926
34 H -4.259 2.429 2.767  O36 0.929
35 H -3.164 3.574 2.965  O36 1.023
36 O -4.024 3.286 2.491  H34 0.929, H35 1.023
37 H 4.783 2.608 -1.407  O39 0.979
38 H 3.732 3.583 -1.932  O39 0.872
39 O 4.264 2.934 -2.170  H37 0.979, H38 0.872
40 H -0.792 1.361 -1.691  O42 1.058
41 H -0.846 -0.223 -1.710  O42 0.957
42 O -0.503 0.500 -2.234  H40 1.058, H41 0.957
43 H -1.799 -1.957 -2.373  O45 0.945
44 H -0.981 -1.752 -0.869  O45 1.066
45 O -1.836 -1.616 -1.492  H43 0.945, H44 1.066
46 H 1.733 1.441 0.041  O48 1.045
47 H 0.991 0.183 -0.413  O48 0.982
48 O 0.818 0.953 0.172  H46 1.045, H47 0.982
49 H -1.037 -1.544 -5.555  O51 0.992
50 H -1.054 -2.672 -4.547  O51 0.979
51 O -1.494 -2.407 -5.381  H49 0.992, H50 0.979
52 H 0.142 2.029 1.440  O53 1.022
53 O -0.816 2.218 1.743  H52 1.022, H94 1.038
54 H -3.773 2.973 -3.345  O56 0.998
55 H -2.724 2.137 -4.276  O56 1.016
56 O -3.591 2.079 -3.751  H54 0.998, H55 1.016
57 H 1.035 -1.990 3.278  O58 1.000
58 O 0.876 -2.964 3.441  H57 1.000, H96 0.944
59 H 0.181 3.483 5.961  O61 1.009
60 H 0.360 1.938 5.653  O61 1.098
61 O 0.908 2.888 5.594  H59 1.009, H60 1.098
62 H 3.321 3.288 0.615  O64 0.882
63 H 2.916 2.654 -0.680  O64 1.008
64 O 3.585 2.643 0.075  H62 0.882, H63 1.008
65 H -1.226 4.208 -0.275  O67 1.111
66 H 0.307 4.712 -0.519  O67 1.077
67 O -0.198 3.787 -0.298  H65 1.111, H66 1.077
68 H -0.548 4.417 -2.773  O70 0.994
69 H -0.560 3.769 -4.069  O70 0.948
70 O 0.035 4.315 -3.571  H68 0.994, H69 0.948
71 H -5.259 -1.486 -1.274  O73 0.962
72 H -5.518 -0.888 0.030  O73 0.938
73 O -5.961 -1.052 -0.780  H71 0.962, H72 0.938
74 H -3.402 2.641 0.651  O76 0.995
75 H -3.814 3.002 -0.906  O76 0.962
76 O -3.220 3.175 -0.169  H74 0.995, H75 0.962
77 H -2.792 -4.887 2.599  O79 0.965
78 H -1.547 -5.533 3.014  O79 0.945
79 O -2.473 -5.715 2.979  H77 0.965, H78 0.945
80 H 2.901 -3.621 1.085  O82 0.924
81 H 3.206 -2.170 1.216  O82 1.109
82 O 2.778 -2.910 0.507  H80 0.924, H81 1.109
83 H 0.698 -4.272 2.230  O85 1.036
84 H 0.511 -5.891 2.838  O85 0.877
85 O 0.452 -5.278 2.214  H83 1.036, H84 0.877
86 H -2.850 0.123 2.824  O88 0.881
87 H -2.892 0.808 4.244  O88 0.961
88 O -3.209 0.740 3.340  H86 0.881, H87 0.961
89 H 0.316 0.283 4.647  O90 0.978
90 O 1.251 0.079 4.442  H89 0.978, H99 0.904
91 H -1.266 1.723 3.927  O93 1.009
92 H -0.739 2.998 3.747  O93 0.933
93 O -1.469 2.666 4.224  H91 1.009, H92 0.933
94 H -1.315 1.320 1.885  O53 1.038
95 H 4.658 -1.719 -2.381  O17 1.012
96 H 0.450 -2.876 4.278  O58 0.944
97 H -3.158 -1.388 1.002  O19 0.915
98 H 2.604 0.081 1.442  O33 0.926
99 H 1.900 0.543 4.867  O90 0.904
100 O -0.618 -2.639 1.129  H101 1.008, H102 1.000
101 H -0.692 -3.644 1.118  O100 1.008
102 H 0.361 -2.568 1.319  O100 1.000
103 O 3.710 5.388 0.922  H104 0.805, H105 0.973
104 H 2.960 5.241 1.175  O103 0.805
105 H 4.324 4.958 1.542  O103 0.973
106 O -3.363 -1.672 -3.601  H107 0.832, H108 0.960
107 H -3.874 -1.191 -4.047  O106 0.832
108 H -3.247 -2.491 -4.088  O106 0.960
109 O 2.735 0.414 -1.735  H110 0.934, H111 0.956
110 H 3.157 1.213 -1.970  O109 0.934
111 H 2.555 -0.154 -2.484  O109 0.956
112 O 0.325 -5.769 -0.545  H113 1.076, H114 0.928
113 H 1.171 -5.517 0.072  O112 1.076
114 H 0.072 -6.660 -0.609  O112 0.928
115 O 1.343 -1.065 -4.187  H116 0.888, H117 0.986
116 H 1.927 -0.735 -4.771  O115 0.888
117 H 1.792 -1.093 -3.309  O115 0.986
118 O 1.200 2.331 -2.313  H119 0.946, H120 0.895
119 H 0.961 3.182 -2.650  O118 0.946
120 H 0.788 1.996 -1.593  O118 0.895

Summary:
Highest occupied orbital energy: -9.72 eV
M: 720.6 g/mol

These are the Löwdin partial charges, in e, on atoms 1 to 99:
1 H 0.01
2 H 0.06
3 O -0.07
4 H 0.02
5 H 0.08
6 O -0.05
7 H -0.05
8 H -0.02
9 O 0.02
10 H 0.02
11 H -0.01
12 O -0.01
13 H -0.05
14 H 0.03
15 O -0.03
16 H 0.05
17 O -0.07
18 H 0.03
19 O 0.01
20 H 0.11
21 H 0.15
22 O -0.07
23 H -0.01
24 H 0.11
25 O -0.13
26 H -0.03
27 H 0.06
28 O -0.08
29 H -0.05
30 H 0.06
31 O -0.11
32 H -0.02
33 O -0.01
34 H -0.02
35 H 0.08
36 O -0.07
37 H 0.06
38 H -0.04
39 O 0.00
40 H 0.13
41 H -0.03
42 O -0.10
43 H 0.01
44 H 0.12
45 O -0.14
46 H 0.07
47 H 0.05
48 O -0.11
49 H 0.06
50 H 0.02
51 O -0.07
52 H 0.05
53 O -0.12
54 H 0.06
55 H 0.03
56 O -0.10
57 H 0.05
58 O -0.04
59 H 0.06
60 H 0.10
61 O -0.15
62 H -0.04
63 H 0.06
64 O -0.03
65 H 0.13
66 H 0.11
67 O -0.18
68 H 0.07
69 H 0.01
70 O -0.04
71 H 0.02
72 H 0.00
73 O -0.04
74 H 0.04
75 H 0.02
76 O -0.09
77 H 0.03
78 H -0.03
79 O -0.04
80 H -0.03
81 H 0.13
82 O -0.10
83 H 0.06
84 H -0.02
85 O -0.05
86 H -0.08
87 H 0.05
88 O -0.02
89 H -0.04
90 O -0.03
91 H 0.03
92 H 0.00
93 O -0.08
94 H 0.08
95 H 0.10
96 H 0.04
97 H 0.01
98 H 0.01
99 H 0.00


Q | 40 unconnected molecules or ions with the total composition H80O40. Source: the OMol25 dataset; level of theory: ωB97M-V/def2-TZVPD.

Bonds (Å) are listed after each position.
CARTESIAN COORDINATES (ANGSTROEM)
1 H -4.606 -0.956 -0.903  O3 1.062
2 H -5.009 0.711 -0.735  O3 1.011
3 O -4.799 -0.032 -1.389  H1 1.062, H2 1.011
4 H 3.232 -6.019 -1.557  O6 0.852
5 H 3.326 -5.332 -0.332  O6 0.955
6 O 3.201 -6.194 -0.724  H4 0.852, H5 0.955
7 H -2.776 5.443 3.205  O9 0.936
8 H -1.728 4.637 2.432  O9 1.020
9 O -1.847 5.389 3.110  H7 0.936, H8 1.020
10 H 3.067 -2.230 -4.159  O12 1.004
11 H 2.134 -2.193 -2.658  O12 1.086
12 O 2.178 -2.042 -3.732  H10 1.004, H11 1.086
13 H -2.539 0.356 6.261  O15 0.955
14 H -2.163 -1.118 6.051  O15 1.053
15 O -2.665 -0.314 5.593  H13 0.955, H14 1.053
16 H -4.728 -3.651 3.509  O17 0.914
17 O -4.314 -2.896 3.817  H16 0.914, H95 0.868
18 H 3.778 4.247 1.395  O19 1.017
19 O 3.585 3.530 0.700  H18 1.017, H97 1.004
20 H -0.061 3.190 -2.746  O22 0.947
21 H -0.566 4.295 -2.154  O22 0.998
22 O -0.008 3.522 -1.860  H20 0.947, H21 0.998
23 H 1.450 1.091 6.624  O25 1.053
24 H 0.404 1.095 5.324  O25 0.999
25 O 1.045 1.663 5.838  H23 1.053, H24 0.999
26 H -2.168 -0.951 0.215  O28 0.999
27 H -1.302 -1.909 -0.833  O28 0.978
28 O -1.635 -1.786 0.078  H26 0.999, H27 0.978
29 H -4.904 1.047 -3.670  O31 0.955
30 H -4.417 1.600 -2.430  O31 0.931
31 O -4.120 1.445 -3.298  H29 0.955, H30 0.931
32 H -5.508 3.067 1.922  O33 0.954
33 O -5.757 3.405 1.065  H32 0.954, H98 0.925
34 H 5.925 0.818 3.024  O36 0.951
35 H 4.622 1.370 2.660  O36 0.916
36 O 5.100 0.590 2.609  H34 0.951, H35 0.916
37 H 0.861 0.813 2.175  O39 0.824
38 H 1.002 0.562 0.675  O39 1.062
39 O 1.334 0.370 1.665  H37 0.824, H38 1.062
40 H 1.428 -0.678 -0.664  O42 1.108
41 H 2.422 0.395 -0.519  O42 0.936
42 O 1.537 0.414 -0.823  H40 1.108, H41 0.936
43 H 3.033 -1.244 3.173  O45 1.033
44 H 3.854 -2.473 2.827  O45 1.032
45 O 2.877 -2.261 3.083  H43 1.033, H44 1.032
46 H 6.751 1.522 0.242  O48 0.988
47 H 6.576 -0.001 0.575  O48 1.053
48 O 6.047 0.829 0.199  H46 0.988, H47 1.053
49 H -3.333 -2.171 -3.619  O51 0.804
50 H -4.232 -1.128 -2.855  O51 0.974
51 O -4.040 -1.797 -3.536  H49 0.804, H50 0.974
52 H -5.383 0.052 2.829  O53 0.955
53 O -4.731 -0.186 2.173  H52 0.955, H94 1.008
54 H -1.481 1.958 -4.860  O56 0.910
55 H -0.036 1.674 -4.666  O56 0.928
56 O -0.692 2.328 -4.598  H54 0.910, H55 0.928
57 H 5.535 -1.257 2.013  O58 0.869
58 O 6.099 -1.917 1.967  H57 0.869, H96 1.038
59 H 2.361 1.970 -1.414  O61 0.880
60 H 3.543 3.003 -2.002  O61 0.924
61 O 2.733 2.560 -1.949  H59 0.880, H60 0.924
62 H -1.164 -3.360 1.099  O64 0.907
63 H -1.223 -3.427 2.520  O64 0.910
64 O -1.455 -3.892 1.773  H62 0.907, H63 0.910
65 H -1.575 -6.106 -1.232  O67 1.106
66 H -3.163 -5.649 -2.025  O67 0.979
67 O -2.548 -5.582 -1.266  H65 1.106, H66 0.979
68 H 0.211 -2.700 -2.503  O70 0.906
69 H -0.115 -4.069 -2.389  O70 0.968
70 O -0.446 -3.253 -2.790  H68 0.906, H69 0.968
71 H 2.381 -2.773 0.646  O73 0.925
72 H 1.302 -3.738 1.019  O73 0.929
73 O 2.026 -3.605 0.452  H71 0.925, H72 0.929
74 H -2.457 0.479 -3.390  O76 0.876
75 H -2.318 -0.328 -4.655  O76 0.976
76 O -1.942 -0.114 -3.779  H74 0.876, H75 0.976
77 H -3.366 1.904 1.764  O79 1.000
78 H -2.354 2.225 0.532  O79 0.947
79 O -2.510 2.322 1.461  H77 1.000, H78 0.947
80 H -1.126 2.397 -1.123  O82 0.980
81 H -2.478 1.777 -1.421  O82 1.021
82 O -1.656 1.623 -0.837  H80 0.980, H81 1.021
83 H -2.494 -0.016 2.316  O85 0.968
84 H -3.032 -0.796 3.619  O85 0.980
85 O -2.571 -0.874 2.758  H83 0.968, H84 0.980
86 H -1.338 2.343 2.881  O88 0.894
87 H -1.056 1.932 4.406  O88 0.899
88 O -0.808 2.101 3.558  H86 0.894, H87 0.899
89 H 2.847 3.276 -4.305  O90 0.991
90 O 2.627 2.610 -5.005  H89 0.991, H99 0.941
91 H 0.027 6.428 -0.882  O93 0.922
92 H 0.840 6.493 -2.306  O93 0.973
93 O 0.020 6.352 -1.801  H91 0.922, H92 0.973
94 H -4.640 -1.148 2.459  O53 1.008
95 H -3.568 -2.962 3.378  O17 0.868
96 H 5.785 -2.550 1.206  O58 1.038
97 H 2.855 3.979 0.177  O19 1.004
98 H -5.218 3.329 0.317  O33 0.925
99 H 2.328 1.993 -4.360  O90 0.941
100 O -4.201 3.481 -2.225  H101 0.886, H102 0.927
101 H -4.983 3.843 -2.434  O100 0.886
102 H -3.479 3.916 -2.610  O100 0.927
103 O 0.349 -5.740 -1.613  H104 1.093, H105 0.907
104 H 1.369 -6.130 -1.662  O103 1.093
105 H 0.512 -5.069 -1.025  O103 0.907
106 O -4.114 -3.772 1.045  H107 0.865, H108 1.002
107 H -3.313 -3.607 0.763  O106 0.865
108 H -4.838 -4.109 0.439  O106 1.002
109 O 3.768 0.106 0.318  H110 1.005, H111 1.052
110 H 4.174 0.517 -0.504  O109 1.005
111 H 3.814 0.737 1.158  O109 1.052
112 O 4.161 -1.086 -4.971  H113 0.912, H114 0.940
113 H 3.581 -0.390 -5.070  O112 0.912
114 H 4.903 -0.633 -4.610  O112 0.940
115 O 2.912 3.458 2.943  H116 0.944, H117 1.001
116 H 2.268 2.776 2.834  O115 0.944
117 H 2.624 4.083 3.670  O115 1.001
118 O 4.601 -2.663 -0.998  H119 0.931, H120 0.876
119 H 5.437 -2.660 -1.408  O118 0.931
120 H 4.333 -1.902 -0.656  O118 0.876

Summary:
Highest occupied orbital energy: -10.01 eV
M: 720.6 g/mol

These are the Löwdin partial charges, in e, on atoms 1 to 99:
1 H 0.14
2 H 0.08
3 O -0.13
4 H -0.07
5 H 0.03
6 O 0.04
7 H 0.00
8 H 0.06
9 O -0.07
10 H 0.02
11 H 0.10
12 O -0.15
13 H 0.02
14 H 0.13
15 O -0.08
16 H 0.01
17 O 0.04
18 H 0.07
19 O -0.13
20 H 0.00
21 H 0.06
22 O -0.06
23 H 0.11
24 H 0.03
25 O -0.13
26 H 0.06
27 H 0.05
28 O -0.06
29 H 0.07
30 H -0.03
31 O -0.06
32 H 0.03
33 O -0.02
34 H 0.08
35 H 0.00
36 O -0.02
37 H -0.14
38 H 0.07
39 O -0.01
40 H 0.18
41 H -0.08
42 O -0.10
43 H 0.07
44 H 0.06
45 O -0.12
46 H 0.07
47 H 0.11
48 O -0.12
49 H -0.13
50 H 0.01
51 O 0.05
52 H 0.04
53 O -0.09
54 H -0.01
55 H 0.02
56 O 0.01
57 H -0.13
58 O -0.03
59 H -0.07
60 H 0.03
61 O 0.03
62 H -0.05
63 H 0.01
64 O 0.02
65 H 0.12
66 H 0.03
67 O -0.16
68 H -0.06
69 H 0.00
70 O -0.01
71 H -0.01
72 H 0.02
73 O 0.01
74 H -0.10
75 H 0.08
76 O -0.01
77 H 0.06
78 H -0.04
79 O -0.06
80 H 0.01
81 H 0.07
82 O -0.07
83 H 0.02
84 H 0.01
85 O -0.10
86 H -0.07
87 H -0.03
88 O 0.04
89 H 0.05
90 O -0.06
91 H 0.01
92 H 0.07
93 O -0.03
94 H 0.06
95 H -0.08
96 H 0.11
97 H 0.06
98 H -0.02
99 H -0.02


Which structure loses on stability? Q does.